[1]
The following is a DFT calculation (ωB97M-V/def2-TZVPD) of C32H36FeN6O2SbSe5 as an isolated structure at a distorted geometry.

Its HOMO energy (alpha / beta) is -3.4 / -3.4 eV. The lowest unoccupied orbital energy (alpha / beta) is 1.641 / 1.521 eV. Its expectation value of S² is 6.1108.

```
! RIJCOSX wB97M-V def2-TZVPD def2/J DEFGRID3
* xyz -1 5
C -0.952 2.808 0.812
O 1.110 0.897 1.138
C -3.165 1.372 -1.297
H -8.574 -0.791 3.176
C -0.007 -3.462 -2.144
H -0.774 -3.472 -2.909
H 3.720 -4.166 0.943
H 0.830 4.085 6.216
C 0.444 4.525 5.295
H 1.987 -1.173 3.523
H 1.964 -6.014 -3.285
H -1.882 -2.103 0.019
C -5.248 -0.539 2.854
H -1.570 3.704 0.690
H -1.268 1.917 -2.151
H -3.608 1.512 -2.285
C 0.941 -2.510 -0.144
H 0.949 5.485 5.151
H -3.130 -3.789 1.609
H -2.990 -3.832 3.384
H 2.636 -2.113 4.855
C 3.192 1.219 2.635
H 4.887 0.250 2.979
H -3.688 -0.710 -1.597
Fe -0.192 0.071 0.038
H 4.488 -0.526 5.161
N -1.051 1.899 -0.100
C -0.064 2.787 1.935
C -4.938 -1.897 2.740
N -4.043 0.134 2.759
H -6.796 0.940 3.094
C -6.554 -0.111 3.008
C 2.988 -3.369 0.838
H -1.010 4.389 3.029
H -0.618 4.730 5.433
N 4.123 0.655 3.495
C -7.231 -2.440 2.942
H -3.887 1.121 2.856
H 3.856 -3.354 3.348
Sb 2.528 0.354 -3.409
C 3.724 -2.333 2.986
Se -1.283 -0.281 2.261
H -3.194 -0.331 0.051
C -0.190 3.675 3.028
H 0.286 -5.648 -3.751
N 3.041 -2.377 1.699
Se 4.615 1.556 -2.947
H 4.725 -1.908 2.855
C 3.637 -0.238 4.538
C 2.063 -4.334 -1.271
C -5.918 -2.873 2.784
C 1.105 -4.340 -2.246
Se 1.604 1.340 -5.442
N -3.564 -1.990 2.584
H 2.474 2.760 4.914
O 0.871 -1.557 0.710
C -3.010 -0.742 2.599
C -1.861 2.175 -1.270
Se 3.400 -1.826 -4.098
H 2.917 -4.998 -1.358
C 0.668 3.611 4.113
H -3.856 1.781 -0.554
H -8.023 -3.177 2.974
N -1.647 -0.593 -1.352
H 1.624 -4.604 -4.284
H -2.098 3.244 -1.331
C 1.244 -5.214 -3.461
C 2.917 -1.493 4.000
C 1.770 2.750 4.088
C 2.027 -3.419 -0.184
C -0.098 -2.579 -1.103
H -1.766 -2.986 2.415
C -1.223 -1.657 -0.741
H -5.675 -3.923 2.695
H 2.926 0.307 5.159
C 1.006 1.870 1.955
C -2.825 -3.224 2.491
C -2.975 -0.124 -1.009
C 2.043 1.954 2.962
H 3.363 1.052 1.578
H 2.319 -1.655 1.524
C -7.542 -1.090 3.053
Se 0.981 0.263 -1.514
*
```

Atom charges from the Mulliken analysis, given in e for atoms 1 to 4: -0.2704 -0.0619 -0.8038 0.3861

=====

[2]
The following is a DFT calculation (ωB97M-V/def2-TZVPD) of one molecule with the formula C3H8N2O2 at a distorted geometry.

Its HOMO energy is -9.5 eV. The lowest unoccupied orbital energy is 0.696 eV.

```
! RIJCOSX wB97M-V def2-TZVPD def2/J DEFGRID3
* xyz 0 1
C -1.093 -1.020 -0.283
C 1.200 0.114 -0.296
H -1.327 -0.663 -1.287
H 2.887 0.747 0.506
N 1.989 1.122 0.239
H -2.824 -1.761 0.143
H -0.659 1.838 1.152
H -0.049 -0.136 1.390
H 1.618 1.891 0.763
N -0.910 1.376 0.284
H -1.910 1.163 0.306
O -2.275 -1.046 0.512
H -0.547 -1.960 -0.309
C -0.204 0.058 0.322
O 1.702 -0.711 -1.011
*
```

Atom charges from the Mulliken analysis, given in e for atoms 1 to 4: -0.6678 0.2865 0.3419 0.2342

=====

[3]
The following is a DFT calculation (ωB97M-V/def2-TZVPD) of C34H36ClN8O5SSn as an isolated structure.

Its HOMO energy (alpha / beta) is -15.7 / -15.7 eV. The lowest unoccupied orbital energy (alpha / beta) is -10.116 / -10.656 eV.

```
! RIJCOSX wB97M-V def2-TZVPD def2/J DEFGRID3
* xyz 3 1
H 4.372 2.144 -2.915
C 8.261 3.430 2.218
H -4.156 -4.047 -1.316
N -2.400 2.169 0.697
H 6.399 1.910 -4.637
H 2.795 6.395 -1.660
C -0.384 -2.570 0.795
H -1.548 8.173 -0.020
N 1.948 0.517 -0.451
H -0.744 -4.969 1.162
H 5.204 -0.467 -2.183
C -0.381 6.407 -0.405
C -2.282 -5.313 0.071
H 0.247 9.708 -0.703
H 8.092 1.779 -0.064
C 1.636 8.140 -1.220
C 6.975 2.830 2.074
O -1.302 -5.705 0.841
N -2.231 -1.646 -0.595
O -3.089 -6.034 -0.454
N 3.887 0.500 0.686
C 5.408 -0.067 -1.194
H 6.514 3.651 0.167
C 8.865 3.496 3.432
H 6.426 1.937 5.322
C 0.409 8.639 -0.753
C 6.609 0.909 -1.308
H 2.846 0.159 -2.355
H -4.606 -1.834 -2.895
H 8.762 3.844 1.350
C -4.929 3.332 0.686
H 7.513 0.707 -3.994
S 1.104 4.198 -0.923
H 9.844 3.949 3.548
C 5.173 2.715 -2.440
C 6.914 2.344 4.444
Cl 8.961 2.961 6.049
Sn -0.648 0.203 -0.382
H -5.604 1.426 1.412
H 2.414 8.824 -1.533
C 2.948 0.332 -1.294
H 7.675 3.581 -1.606
H 6.998 0.687 0.764
H -3.311 0.467 1.404
O 0.144 -3.499 1.367
C -2.563 3.451 0.343
C -3.320 -2.097 -1.207
C -0.594 7.782 -0.359
H -2.209 5.972 0.390
C -2.406 -3.843 -0.198
N -0.291 3.519 -0.447
C 6.498 1.932 -2.486
C -3.808 4.061 0.310
H 7.659 3.518 -3.366
H 8.646 2.380 -2.476
C -1.652 -2.735 0.038
H 4.855 2.967 -1.425
N 4.109 0.317 -0.637
C 2.581 0.628 0.758
C 7.038 1.523 0.060
H 8.436 0.373 -1.856
C -3.482 1.487 1.079
O 7.623 -0.048 -1.564
H 2.057 0.743 1.697
O 0.117 -1.354 0.750
H -3.833 -0.351 -2.306
C 7.686 2.904 -2.465
C 0.848 5.907 -0.873
C 6.551 1.189 -3.831
N -3.442 -3.414 -0.977
C -4.763 2.027 1.095
C -4.287 -1.292 -2.004
C 1.853 6.783 -1.287
N -1.378 5.540 0.010
H -5.182 -1.078 -1.416
H 5.776 0.426 -3.925
C -1.334 4.195 -0.051
H -3.941 5.080 -0.034
C 6.342 2.733 0.731
C 8.204 2.941 4.566
H -5.911 3.788 0.655
H 5.792 -0.887 -0.591
H 5.371 1.789 3.101
H 5.279 3.648 -3.000
H 5.276 2.560 0.838
C 6.332 2.276 3.219
*
```

Atom charges from the Mulliken analysis, given in e for atoms 1 to 4: 0.2420 -0.1800 0.2470 -0.1570

=====

[4]
The following is a DFT calculation (ωB97M-V/def2-TZVPD) of one molecule with the formula C5H10N2S at a distorted geometry.

Its HOMO energy is -8.6 eV. The lowest unoccupied orbital energy is 0.914 eV.

```
! RIJCOSX wB97M-V def2-TZVPD def2/J DEFGRID3
* xyz 0 1
H -0.662 2.412 0.707
S 1.203 -0.767 -0.060
C -1.571 -0.119 0.333
H -2.157 0.098 1.216
N 2.542 0.252 0.253
H 4.502 0.519 0.031
H -1.421 -1.873 -1.004
C 3.640 -0.087 -0.243
C -0.140 0.248 0.729
H 0.130 0.355 1.787
C -1.937 -1.547 -0.106
H -2.983 -1.554 -0.371
H 3.856 -0.880 -0.990
H -1.381 0.632 -1.561
H 0.294 1.936 -0.762
N -1.681 0.992 -0.664
C -0.443 1.595 -0.027
H -1.792 -2.210 0.732
*
```

Atom charges from the Mulliken analysis, given in e for atoms 1 to 4: 0.2272 -0.0849 0.1929 0.2386

=====

[5]
The following is a DFT calculation (ωB97M-V/def2-TZVPD) of C9H21AgCl2N3O3 as an isolated structure at a distorted geometry.

Its HOMO energy is -5.0 eV. The lowest unoccupied orbital energy is 2.686 eV.

```
! RIJCOSX wB97M-V def2-TZVPD def2/J DEFGRID3
* xyz -1 1
C -3.143 2.233 -0.495
H -4.120 -2.177 -1.461
Ag 0.911 0.875 0.261
H 6.147 -0.307 1.336
H -4.588 0.813 1.235
H -1.078 -3.331 -2.164
H -1.821 -3.816 -0.631
C -3.335 -1.738 -2.078
O -4.277 2.152 -0.975
H -0.088 -3.613 -0.707
C 4.994 -2.048 1.574
Cl 1.134 1.071 -2.577
H 3.674 2.245 1.022
H -1.813 1.771 0.896
H -3.792 -0.905 -2.622
N -2.300 -1.163 -1.255
H 4.688 1.690 -0.337
H -3.001 -2.351 -2.913
N -2.772 1.596 0.632
C 4.171 0.193 1.060
H -1.032 2.790 -0.774
H -3.172 -0.063 1.902
N 5.222 -0.659 1.184
C -1.023 -3.213 -1.084
H -2.420 -0.256 -0.819
H 3.967 -2.320 1.357
C -2.036 3.017 -1.141
Cl 0.216 2.617 2.108
H -2.184 4.085 -0.964
H 5.464 1.963 1.200
C -3.572 0.912 1.610
H -3.492 1.481 2.543
C -1.298 -1.798 -0.636
H 5.183 -2.127 2.648
H 5.688 -2.725 1.076
H -2.049 2.883 -2.222
O -0.598 -1.274 0.243
O 3.014 -0.140 1.223
C 4.530 1.636 0.744
*
```

Atom charges from the Mulliken analysis, given in e for atoms 1 to 4: 0.8958 0.3224 0.6123 0.2203

=====

[6]
The following is a DFT calculation (ωB97M-V/def2-TZVPD) of C54H55N2O6P2Pd as an isolated structure at a distorted geometry.

Its HOMO energy is -10.2 eV. The lowest unoccupied orbital energy is -4.185 eV.

```
! RIJCOSX wB97M-V def2-TZVPD def2/J DEFGRID3
* xyz 1 1
C 4.088 3.438 -2.761
H -1.590 0.491 0.618
C 2.712 11.548 4.344
C 5.025 8.083 5.287
O 3.839 5.806 -2.483
H 3.547 3.251 -1.842
C 3.567 3.703 1.347
H 5.986 4.004 -6.088
C -2.203 0.367 2.717
H -2.366 6.077 -2.676
C 2.196 -1.530 2.876
C 1.340 11.735 4.498
C 3.971 9.690 -2.017
C -0.522 4.200 -4.837
O 0.312 7.378 2.017
C 0.580 3.918 -4.027
H -1.614 -1.752 0.382
O 2.170 6.466 3.662
H 5.442 1.688 -5.355
C 5.068 4.951 -4.382
C 2.321 7.527 5.753
H -0.538 3.824 -5.858
H 3.109 0.440 2.699
H -0.889 1.734 1.669
H -1.696 0.286 3.692
C 6.234 6.331 0.726
C -3.031 -0.897 2.457
H 4.988 9.101 7.192
O 1.735 4.300 -2.001
H 2.324 4.214 3.048
C -2.351 7.351 4.552
N 0.080 -1.480 1.643
C 5.553 5.103 0.616
H 2.073 10.858 0.560
H 1.419 3.330 -4.388
H 0.895 8.695 0.136
C 7.946 5.515 -0.775
C 1.747 8.994 -0.470
C 2.971 7.083 4.617
C -0.376 5.649 3.547
P 2.569 5.605 -1.419
C 4.483 2.342 -3.537
N 1.144 0.569 2.102
H 1.871 -1.374 3.910
H 4.797 6.996 3.444
H 4.831 9.968 -2.626
C -0.591 6.903 3.009
C 4.409 8.539 6.451
C 2.423 10.198 -0.232
H 1.270 7.296 5.911
H 4.058 11.475 -0.798
C 0.938 9.812 3.119
H -2.877 -3.044 2.323
O 2.756 8.503 2.262
C -1.546 5.465 -3.052
H -1.684 -2.320 3.389
C 5.154 2.547 -4.740
H -1.035 4.250 5.046
C 3.302 8.488 -2.266
C 0.448 10.869 3.878
H 0.228 9.170 2.640
H 0.956 12.567 5.093
H -0.917 -3.236 1.037
H 4.260 1.334 -3.188
H 6.081 8.291 5.107
H 1.615 -2.865 1.284
C 3.530 10.538 -1.001
H -3.801 -0.984 3.231
H -3.560 -0.790 1.500
H -3.120 8.020 4.932
H 4.189 5.596 2.239
H -2.886 1.221 2.800
C -2.207 -2.180 2.431
C 0.574 4.434 -2.743
H -0.419 5.603 -1.219
O 1.584 6.892 -1.709
Pd 2.328 5.358 0.744
C -2.151 6.100 5.131
C 6.052 4.110 -0.243
C 3.061 8.275 6.670
H 0.718 -3.120 2.783
H 3.144 -2.065 2.921
H 5.523 3.165 -0.372
H 3.409 12.239 4.812
C 2.300 9.636 2.993
C 3.212 10.490 3.577
C 1.148 -2.337 2.134
C 7.432 6.525 0.044
P 1.949 7.050 2.103
H 3.801 2.935 0.627
C -1.176 -2.195 1.290
H -2.764 5.784 5.981
C 4.352 4.878 1.424
C 2.397 -0.211 2.189
C 5.453 3.843 -5.153
H 5.819 7.127 1.351
C -1.176 5.243 4.619
C -1.575 4.978 -4.359
H 2.739 -0.367 1.148
H 3.645 7.837 -3.055
H 0.377 4.973 3.153
H 4.278 10.334 3.459
H 8.899 5.654 -1.284
H -1.736 8.732 3.002
H 7.975 7.465 0.152
C 7.233 4.327 -0.949
C -1.188 0.674 1.619
C 2.202 8.180 -1.487
H 7.601 3.561 -1.633
H -0.627 11.015 3.952
C 4.368 4.714 -3.213
C 4.303 7.353 4.344
H 1.838 2.659 2.119
H -2.415 5.225 -5.016
H 5.301 5.962 -4.699
H 2.567 8.648 7.564
C 2.433 3.573 2.171
C -0.452 5.203 -2.226
C 0.109 -0.135 1.797
C -1.570 7.765 3.466
*
```

Atom charges from the Mulliken analysis, given in e for atoms 1 to 4: 0.0611 0.4155 -0.6812 -0.8236

=====

[7]
The following is a DFT calculation (ωB97M-V/def2-TZVPD) of a 2-piece molecular cluster, C6H8N2O2 overall at a distorted geometry.

Its HOMO energy is -9.7 eV. The lowest unoccupied orbital energy is 0.210 eV.

```
! RIJCOSX wB97M-V def2-TZVPD def2/J DEFGRID3
* xyz 0 1
H -1.316 3.347 -0.420
N -1.425 1.285 0.217
H 2.602 -2.142 2.350
H -0.490 -1.202 -1.694
H -1.825 1.537 1.066
C -0.916 2.318 -0.614
C -0.082 2.064 -1.668
O -1.653 -0.941 0.610
O 0.453 0.464 -3.450
C 0.084 0.740 -2.325
C 2.382 -2.317 4.439
N -0.392 -0.216 -1.264
H 3.031 -1.559 4.792
C -1.114 -0.013 -0.019
H 0.403 2.708 -2.335
C 2.284 -2.708 3.171
H 2.136 -3.112 5.288
H 1.940 -3.745 3.091
*
```

Atom charges from the Mulliken analysis, given in e for atoms 1 to 4: 0.3351 -0.0500 0.2770 0.2708

=====

[8]
The following is a DFT calculation (ωB97M-V/def2-TZVPD) of C47H42AsBr2N5O2S4W as an isolated structure at a distorted geometry.

Its HOMO energy (alpha / beta) is -6.0 / -6.4 eV. The lowest unoccupied orbital energy (alpha / beta) is -1.196 / -1.189 eV. Its expectation value of S² is 2.0315.

```
! RIJCOSX wB97M-V def2-TZVPD def2/J DEFGRID3
* xyz 0 3
H 1.730 -3.267 -0.289
C -0.626 5.095 2.491
C -0.714 3.891 3.169
S 3.170 2.370 -0.809
C -1.673 0.268 1.240
H 1.467 4.026 0.066
S 3.691 3.882 -3.400
C 0.313 -0.473 4.503
C -1.871 -0.971 1.866
C -3.044 0.675 -5.167
C -2.398 1.376 1.707
H -4.036 -0.047 4.291
H -4.277 1.846 -3.877
S 0.815 3.993 -4.055
H -0.070 -0.070 5.430
C -0.244 -3.534 -1.087
C 3.787 0.024 1.344
C 1.198 -1.390 2.108
C -3.194 1.597 -1.530
C -0.669 -4.851 -0.972
C -1.919 -0.138 -5.203
H -1.364 -1.847 1.477
H -0.099 -2.209 -3.526
C -2.912 -4.133 -0.787
C 3.560 1.831 2.784
Br 4.088 -1.870 -2.325
H -3.341 -0.982 -0.159
C 1.131 -2.261 3.160
N 3.050 1.134 1.715
H -3.132 0.968 -0.651
H -2.504 -6.848 0.409
C -2.689 -1.074 2.972
H 0.886 -0.774 -3.885
C -1.643 0.012 -2.799
N -0.044 1.654 3.533
C 3.435 -0.571 0.120
S 0.065 2.435 -1.569
H 0.132 -1.669 -5.208
C 5.186 0.115 3.305
H 0.065 -5.643 -1.009
H 2.115 3.234 3.562
C 5.623 -1.549 1.499
H -3.396 -6.775 -1.113
H -3.963 -4.352 -0.668
H 1.408 -3.294 3.020
N -0.749 0.466 0.231
C 1.282 3.156 -2.588
H -2.785 -2.029 3.469
H -1.692 -7.269 -1.099
H 4.861 1.879 4.463
C 0.404 0.369 3.391
C -3.258 1.242 2.778
C 0.689 -1.797 4.412
C 2.592 3.110 -2.272
C -2.427 -6.604 -0.652
C 5.397 -1.983 0.209
H 2.974 3.777 2.113
C -3.382 0.032 3.438
C 4.544 1.311 3.601
C -2.737 0.887 -2.768
C 4.888 -0.494 2.080
H -3.718 -1.316 -1.850
C -1.167 -2.471 -1.053
Br 7.038 -2.357 2.479
H 1.670 -4.181 -1.782
As -0.362 -0.512 -1.262
H 0.632 -2.462 5.258
H 1.431 -2.430 -1.838
C -0.001 -1.340 -4.182
W 1.154 1.082 0.310
C -2.525 -2.803 -0.905
H -2.291 2.323 1.195
C -1.224 -0.474 -4.054
C 0.212 5.123 1.360
H -1.573 -0.509 -6.157
H -4.545 -2.206 -0.563
O 2.708 5.076 -5.525
H 0.401 6.047 0.840
C -3.427 1.179 -3.940
H -0.506 1.818 4.417
C -3.799 0.987 -6.422
H 3.798 3.745 3.672
H -2.563 2.471 -1.372
H -4.565 1.739 -6.247
H 1.479 -1.756 1.122
C 3.075 3.224 3.047
H 6.050 -2.707 -0.255
H -4.220 1.942 -1.641
C -0.084 2.749 2.689
N 0.891 -0.054 2.176
C -2.003 -5.177 -0.813
H -4.281 0.086 -6.798
C 1.234 -3.332 -1.259
N 0.583 2.703 1.464
C 0.782 3.976 0.907
H -3.117 1.346 -7.190
H -1.124 5.978 2.847
C -3.600 -1.765 -0.866
H 5.961 -0.274 3.945
H -3.837 2.094 3.101
C 2.458 4.451 -4.539
H -1.271 3.820 4.091
O 2.242 -0.245 -0.413
C 4.314 -1.477 -0.487
*
```

Atom charges from the Mulliken analysis, given in e for atoms 1 to 4: 0.3641 -1.0101 -0.8999 -0.5616

=====

[9]
The following is a DFT calculation (ωB97M-V/def2-TZVPD) of one molecule with the formula C4H6N2.

Its HOMO energy is -8.0 eV. The lowest unoccupied orbital energy is 0.799 eV.

```
! RIJCOSX wB97M-V def2-TZVPD def2/J DEFGRID3
* xyz 0 1
H 3.103 -0.173 0.967
C 2.363 -0.463 0.230
H -2.991 -0.247 -0.216
H 2.863 -0.478 -0.740
N 1.329 0.532 0.060
N -2.115 0.245 -0.061
C -1.941 1.380 0.579
H -0.901 -0.873 -1.523
C 0.184 0.181 -0.120
H -2.914 1.709 0.965
H 1.960 -1.461 0.434
C -0.938 -0.353 -0.576
*
```

Atom charges from the Mulliken analysis, given in e for atoms 1 to 4: 0.2593 -0.7314 0.2409 0.2918